[1]
{
  "formula": "C26H68N12O16Zn2",
  "method": "wB97M-V/def2-TZVPD",
  "e_lumo_ev": -0.08,
  "homo_energy_ev": -7.707,
  "symbols": ["C", "O", "O", "H", "H", "H", "C", "C", "H", "H", "C", "C", "H", "C", "C", "C", "C", "O", "H", "N", "H", "H", "H", "H", "C", "H", "H", "C", "O", "C", "H", "H", "H", "N", "O", "H", "C", "H", "O", "H", "O", "H", "C", "Zn", "O", "H", "H", "C", "N", "H", "H", "H", "H", "H", "H", "H", "H", "H", "H", "C", "H", "H", "N", "H", "O", "O", "O", "H", "C", "H", "H", "N", "H", "Zn", "H", "H", "H", "H", "C", "H", "N", "H", "N", "C", "H", "H", "N", "H", "O", "H", "C", "H", "H", "N", "H", "H", "C", "H", "N", "O", "H", "C", "O", "H", "H", "N", "C", "H", "H", "C", "H", "H", "C", "O", "H", "H", "H", "O", "H", "H", "H", "C", "N", "H"],
  "xyz": [[1.370, -2.480, 8.234], [0.274, -4.189, -4.151], [0.885, -2.003, 6.970], [-4.324, 3.431, 5.381], [-4.172, 2.416, -3.681], [-1.815, -0.762, -3.576], [5.451, -7.013, -4.084], [-4.112, 4.468, 1.378], [3.257, -0.740, 1.612], [0.802, -3.417, 4.015], [4.463, -3.011, -0.721], [-0.220, -2.901, -4.502], [1.682, 0.180, -0.581], [-0.458, -2.401, -2.052], [-0.835, 1.613, -0.759], [-4.244, 0.523, -2.883], [2.171, -1.635, 3.145], [3.627, -0.789, -0.722], [-3.133, 5.732, 0.162], [-3.614, -0.146, -1.935], [-3.333, 3.989, -5.257], [0.664, -4.717, -6.141], [2.408, -2.802, 8.318], [3.092, -6.732, -1.972], [2.656, 0.190, -1.070], [0.286, -3.103, -1.676], [-0.624, 0.611, 1.855], [-2.172, -0.362, 2.545], [-0.162, 5.598, -0.410], [2.385, -0.436, 2.191], [0.281, -2.469, -5.369], [-0.814, -5.335, -5.476], [-5.619, 3.270, 0.332], [-2.929, 0.368, 1.800], [0.542, 5.041, -2.359], [-3.089, 3.373, -6.829], [3.636, -6.243, -2.780], [0.152, 2.687, -6.400], [-0.455, 3.708, 2.113], [5.946, -7.980, -4.174], [-5.239, 0.040, -3.399], [-4.054, -1.005, -1.635], [-4.555, 3.499, 0.289], [-0.171, 3.193, -2.616], [4.750, -7.136, -2.901], [0.702, -6.090, -5.043], [3.063, -1.916, 3.705], [-0.186, 3.900, 3.276], [4.249, -4.460, -1.058], [4.876, -2.887, 0.280], [-0.595, -1.576, -1.353], [-2.434, 1.007, 1.195], [3.121, -6.262, -3.741], [-2.932, 0.367, -1.396], [-3.886, 0.130, 1.580], [1.255, -1.643, 8.922], [0.402, 2.059, 3.944], [4.791, -6.813, -4.929], [-5.021, 3.269, 3.012], [4.004, -4.726, -2.482], [1.210, -0.801, 4.799], [2.977, 2.781, 2.556], [-0.912, -0.159, 2.442], [3.102, -4.171, -2.737], [-1.080, 1.520, -1.932], [-3.941, 4.881, 3.867], [-1.624, 2.013, 0.071], [-3.783, 5.129, 5.871], [-0.055, -1.867, -3.403], [4.807, -4.335, -3.107], [2.448, -2.286, -0.161], [-2.856, 5.113, 0.910], [-4.088, 2.533, 0.482], [-1.188, 3.988, 0.252], [-1.173, 2.910, -7.537], [-0.647, 0.114, -2.993], [-4.797, 5.315, 1.401], [0.246, 3.367, 5.095], [-4.100, 3.813, 2.804], [-2.779, 1.759, -2.757], [-0.183, 5.074, 3.864], [6.247, -6.272, -4.016], [-0.813, -0.646, -3.637], [-0.295, 5.504, -1.625], [5.261, -2.669, -1.379], [2.278, 2.029, 1.177], [0.953, -1.359, 3.997], [1.004, -1.618, -3.477], [2.667, 0.752, 2.844], [4.005, 1.868, 1.601], [2.985, 1.851, 1.987], [0.171, 5.253, 4.793], [3.076, 1.166, -0.822], [0.250, 3.038, 4.140], [1.972, -2.503, 2.517], [2.423, 0.155, -2.134], [0.227, -5.127, -5.231], [1.190, -3.965, 6.256], [-2.694, 3.578, -5.922], [0.027, 2.463, -0.724], [-3.231, 3.157, 2.858], [3.192, -2.096, -0.935], [-1.153, 3.028, -4.395], [-0.559, -2.643, 4.887], [-0.589, 5.904, 3.456], [-0.820, 2.881, -6.591], [-1.537, 3.123, -5.569], [-1.474, -2.784, -1.963], [0.687, -3.181, 8.716], [0.509, -2.600, 4.674], [-2.655, 3.999, 5.239], [-1.274, -3.016, -4.754], [1.301, -2.929, 5.936], [-2.716, -1.163, 3.264], [2.374, -2.792, 5.802], [5.147, -4.861, -0.829], [-2.691, 5.874, 1.554], [-1.213, 4.704, -1.704], [-4.379, 3.866, -0.722], [1.476, -0.325, 1.600], [-0.298, -0.676, 3.056], [-3.701, 4.299, 5.169], [-3.734, 1.730, -3.083], [2.774, -2.168, -1.939]]
}

---

[2]
{
  "formula": "C26H68N4O10",
  "method": "wB97M-V/def2-TZVPD",
  "e_lumo_ev": 0.32,
  "homo_energy_ev": -8.634,
  "symbols": ["H", "H", "C", "O", "H", "O", "H", "H", "H", "H", "H", "H", "C", "H", "C", "C", "C", "H", "C", "H", "C", "H", "C", "H", "H", "C", "C", "C", "H", "O", "O", "H", "C", "H", "H", "H", "C", "C", "H", "H", "H", "H", "H", "N", "C", "H", "H", "C", "C", "H", "H", "N", "H", "H", "H", "C", "H", "O", "H", "O", "C", "C", "H", "O", "C", "H", "H", "H", "H", "H", "O", "H", "O", "H", "H", "H", "C", "N", "H", "H", "H", "H", "H", "H", "N", "C", "H", "H", "H", "C", "H", "O", "H", "H", "H", "H", "H", "H", "H", "H", "H", "H", "H", "H", "H", "H", "C", "C"],
  "xyz": [[4.094, -8.220, 9.134], [2.749, -1.410, 5.489], [-3.746, -2.931, 2.450], [-4.424, 8.193, -1.210], [-2.175, 1.154, -6.030], [-0.581, -3.237, -6.818], [2.883, 2.025, -3.565], [4.288, -3.681, 8.837], [-0.601, -5.581, 1.408], [-3.970, -0.408, 1.486], [0.788, -2.579, -5.301], [3.002, -2.427, 1.170], [-3.775, -0.560, 2.548], [4.396, -5.849, 7.894], [-0.716, 1.899, -0.617], [-3.950, 6.844, -1.004], [-5.646, 8.244, -2.015], [4.426, 3.686, -3.546], [1.530, 9.531, -2.596], [-3.101, -5.041, 2.170], [2.044, -2.059, 0.802], [6.245, -9.423, 8.665], [4.127, -6.176, 9.854], [1.808, -4.603, 1.448], [7.706, -8.577, 8.543], [-2.425, 0.578, -9.150], [0.892, -4.066, 1.203], [2.036, -1.666, 6.273], [-0.507, 0.899, -0.995], [-0.012, 2.920, -1.295], [-3.038, -1.741, 2.788], [-4.129, -0.455, -9.966], [-1.364, -2.200, -8.970], [4.855, 2.204, -2.745], [2.544, -3.999, 9.291], [0.526, -1.492, -6.677], [3.360, -4.201, 8.598], [-0.532, 7.984, 0.011], [-1.877, 8.238, -1.451], [-2.152, -3.824, -7.801], [-0.374, 3.773, -1.045], [-0.408, 1.934, 0.428], [-1.781, 2.056, -0.793], [3.690, -5.611, 8.575], [-0.383, -4.623, 1.879], [-4.698, 6.333, -0.398], [-4.538, -3.129, 3.173], [-3.276, -0.678, -9.326], [-2.754, 6.970, -0.120], [-1.626, 0.491, -9.887], [-2.537, 5.999, 0.325], [-1.469, -3.670, 1.692], [-5.378, 8.232, -3.072], [1.310, -2.327, 5.799], [-0.283, 7.192, 0.716], [2.781, -3.721, 7.230], [3.371, -3.991, 6.354], [1.061, -2.714, 1.605], [-6.345, 9.046, -1.776], [-1.902, 0.543, -7.880], [6.812, -8.636, 9.163], [0.659, 8.400, -0.800], [-4.177, -2.815, 1.456], [6.129, -7.425, 9.132], [4.778, -7.595, 9.709], [-0.706, -1.627, -5.485], [3.207, -6.202, 10.438], [1.286, 10.364, -3.255], [1.017, 7.474, -1.251], [4.719, -8.109, 10.669], [3.581, 1.941, -4.219], [-3.671, -1.004, -8.363], [2.636, -2.332, 7.318], [-2.968, 7.662, 0.695], [7.016, -8.913, 10.198], [-3.003, 1.463, -9.417], [-2.723, 1.275, -6.964], [-2.518, -1.875, -9.806], [1.559, -0.732, 6.569], [2.001, -2.125, -0.285], [-3.251, 0.321, 2.920], [-1.139, -2.866, 2.207], [-0.868, 8.820, 0.626], [2.460, 9.759, -2.075], [-1.594, 7.482, -0.845], [0.048, -2.211, -6.012], [-0.121, -4.662, 2.937], [2.090, -1.029, 1.156], [0.708, -4.179, 0.134], [-1.724, -2.842, -7.602], [-2.211, -1.537, -10.707], [0.401, 9.373, -1.818], [-2.474, -4.146, 3.569], [-2.911, 2.332, -7.153], [4.852, -5.544, 10.367], [1.886, -4.287, 6.974], [1.606, 8.638, -3.215], [-0.792, -2.899, -9.580], [-3.684, 0.767, -6.887], [-3.790, 6.284, -1.926], [5.553, 2.583, -4.371], [-0.620, -1.414, -8.846], [-4.687, -0.472, 3.139], [1.409, 8.773, -0.103], [-6.321, 7.403, -1.857], [-2.506, -2.278, -7.094], [-2.668, -4.095, 2.498], [4.676, 2.641, -3.727]]
}

---

[3]
{
  "formula": "C26H69CuO25S8",
  "method": "wB97M-V/def2-TZVPD",
  "e_lumo_ev": [-5.09, -6.71],
  "spin_multiplicity": 2,
  "charge": 1,
  "s_squared": 0.75,
  "homo_energy_ev": [-12.986, -12.986],
  "symbols": ["H", "H", "H", "O", "H", "H", "H", "C", "H", "C", "O", "C", "O", "H", "H", "H", "H", "H", "H", "C", "H", "C", "H", "O", "O", "H", "H", "H", "H", "O", "S", "H", "H", "H", "Cu", "H", "C", "O", "H", "H", "H", "C", "H", "C", "H", "H", "O", "O", "H", "H", "H", "C", "H", "H", "H", "C", "C", "C", "H", "H", "S", "S", "C", "C", "O", "H", "C", "O", "H", "C", "O", "H", "H", "H", "H", "S", "H", "H", "C", "H", "H", "O", "H", "H", "H", "S", "C", "H", "H", "H", "C", "H", "O", "S", "O", "H", "H", "O", "H", "O", "S", "O", "H", "H", "C", "C", "H", "O", "O", "H", "O", "C", "H", "H", "O", "C", "S", "O", "O", "C", "H", "C", "H", "H", "H", "O", "H", "C", "H"],
  "xyz": [[15.614, -3.590, -18.763], [14.871, -6.464, -20.739], [21.812, -5.536, -18.358], [16.705, -5.814, -20.318], [23.337, -4.684, -19.852], [14.913, -2.632, -12.965], [24.706, -5.330, -13.181], [13.593, -6.628, -14.933], [23.336, 1.029, -21.806], [19.084, -0.709, -17.265], [13.019, 0.461, -17.529], [22.349, -4.234, -19.944], [24.829, 0.391, -10.094], [19.885, -4.594, -14.641], [13.391, -0.820, -19.083], [22.413, -1.020, -23.427], [22.448, -3.154, -20.069], [17.383, -3.563, -18.525], [12.553, -6.902, -14.742], [16.454, -4.079, -18.279], [13.079, -4.766, -15.744], [15.024, 1.238, -12.039], [13.014, -4.653, -14.025], [19.602, 2.476, -21.777], [17.094, -3.656, -14.182], [20.429, 0.724, -19.493], [26.221, 1.328, -12.773], [24.449, -3.954, -12.170], [21.888, 0.746, -13.916], [18.599, -0.373, -10.659], [22.049, -5.554, -15.380], [22.760, -1.494, -12.919], [21.928, 0.183, -20.396], [24.361, -3.781, -13.898], [17.035, 0.308, -19.928], [19.923, -3.888, -22.486], [15.901, 0.060, -11.553], [16.940, -0.102, -12.524], [20.930, -2.347, -22.252], [20.127, -0.459, -17.540], [14.184, 1.360, -11.349], [12.645, 0.972, -19.985], [18.772, -0.123, -16.395], [22.613, -4.813, -12.969], [24.150, -0.580, -23.613], [23.190, 0.556, -15.091], [21.867, 2.910, -20.871], [16.259, -5.919, -13.425], [19.330, -0.628, -14.132], [22.934, -0.030, -24.687], [15.524, -3.709, -11.596], [22.928, 1.056, -22.816], [15.218, -1.111, -16.494], [16.027, 0.208, -15.783], [14.185, -7.049, -14.124], [15.022, -0.150, -16.018], [20.816, -3.315, -22.726], [15.057, -3.635, -12.574], [20.245, -1.378, -12.716], [14.630, -5.021, -22.833], [22.172, -4.582, -22.594], [20.922, 2.016, -21.492], [15.434, -5.543, -20.915], [12.676, -0.030, -18.842], [23.487, -4.006, -22.609], [21.972, -0.638, -15.016], [19.185, -2.179, -16.894], [14.915, -4.509, -15.034], [20.314, -0.318, -20.851], [15.545, -5.444, -22.420], [18.325, -0.313, -18.337], [14.557, 1.071, -13.010], [12.223, 0.407, -20.820], [20.667, -3.144, -23.797], [13.647, 1.327, -20.217], [16.762, -5.815, -18.695], [14.880, -4.671, -20.566], [27.321, 0.390, -11.659], [21.491, -4.576, -18.758], [19.548, -2.802, -17.717], [16.270, 0.285, -10.556], [25.278, -1.740, -11.429], [19.960, -2.382, -16.156], [14.316, -0.180, -15.199], [24.251, -1.206, -13.891], [14.519, 1.070, -17.284], [20.228, -5.416, -15.267], [26.637, -0.350, -13.016], [12.002, 1.847, -19.897], [19.740, -6.354, -15.009], [23.123, -0.218, -23.627], [11.673, -0.435, -18.720], [15.323, 0.848, -18.473], [16.013, -4.559, -13.810], [21.544, 1.441, -22.883], [21.670, -3.862, -17.953], [18.498, -1.793, -13.280], [14.448, 2.375, -16.687], [20.456, -4.561, -19.101], [22.394, -6.721, -16.158], [18.500, 0.099, -12.012], [21.863, -5.758, -23.369], [21.945, -4.015, -13.319], [13.899, -6.988, -15.909], [23.419, -0.740, -13.364], [13.595, -5.082, -14.836], [15.570, 2.179, -12.061], [18.091, -6.198, -18.308], [22.634, -4.275, -15.704], [15.266, -0.825, -11.567], [22.289, -5.938, -13.809], [19.297, -1.063, -13.134], [22.294, -5.070, -11.960], [16.333, -4.721, -22.668], [15.635, -6.505, -18.143], [20.895, 0.518, -20.453], [25.045, -0.332, -11.314], [23.792, 0.074, -12.264], [21.796, -5.007, -21.050], [22.561, 0.021, -14.375], [15.845, -6.342, -22.954], [26.407, 0.396, -12.251], [18.166, -2.457, -16.627], [19.784, -5.207, -16.246], [14.079, -4.104, -12.506], [18.795, 1.446, -12.404], [23.485, 1.847, -23.322], [24.084, -4.439, -13.077], [16.360, -4.068, -17.193]]
}

---

[4]
{
  "formula": "C26H69O9Zn",
  "method": "wB97M-V/def2-TZVPD",
  "e_lumo_ev": -6.40,
  "charge": 1,
  "homo_energy_ev": -11.266,
  "symbols": ["H", "H", "C", "C", "O", "H", "H", "O", "H", "H", "H", "C", "H", "H", "H", "C", "H", "H", "H", "H", "O", "H", "H", "C", "C", "H", "C", "H", "O", "C", "H", "H", "H", "H", "C", "C", "C", "C", "H", "C", "H", "H", "O", "H", "H", "H", "O", "H", "H", "H", "Zn", "H", "C", "H", "C", "C", "H", "H", "H", "C", "H", "H", "C", "H", "C", "H", "H", "H", "H", "H", "C", "H", "H", "H", "H", "H", "O", "H", "H", "H", "H", "H", "H", "H", "C", "O", "C", "H", "H", "C", "H", "C", "H", "C", "H", "H", "H", "H", "H", "O", "H", "H", "H", "C", "H"],
  "xyz": [[-0.159, -0.832, 0.480], [-2.831, -1.054, -0.389], [-3.387, -1.940, -0.693], [-1.732, 3.488, 1.451], [0.404, -1.044, -1.550], [-4.767, -2.959, -2.686], [1.989, -2.163, 4.544], [3.182, 5.332, -2.810], [2.010, -2.139, -2.369], [-2.366, -5.225, 0.414], [-0.790, -1.243, 5.721], [4.617, -2.046, -2.326], [-4.287, 2.873, -0.241], [-4.435, 1.154, -0.136], [2.857, 0.112, -2.594], [0.006, -0.251, -0.427], [3.264, 0.239, 3.244], [4.789, 3.170, -2.568], [3.515, -2.825, 3.028], [0.117, -3.895, 2.983], [2.910, -2.098, 4.808], [-2.279, 4.908, -1.344], [5.773, -2.118, 3.215], [5.155, -2.025, 4.108], [-1.572, -5.220, 1.162], [-1.662, 0.746, 4.779], [-2.821, -2.321, -2.076], [3.968, -2.087, -4.473], [0.055, -4.072, -0.227], [-1.362, 0.346, 3.810], [1.863, 0.688, 0.431], [-0.970, -6.113, 0.994], [5.504, -2.707, 4.882], [0.658, -5.412, 2.125], [-3.745, -3.168, -3.001], [0.902, 0.931, -0.022], [-3.937, 1.780, -2.189], [-1.008, -1.185, 3.788], [-1.070, 3.615, 2.308], [-1.418, 4.389, 0.263], [5.655, -1.903, -2.626], [0.239, 5.624, 1.060], [-2.620, 4.786, -0.455], [-2.853, 1.742, -2.084], [-5.446, 2.954, -3.359], [-1.999, 0.632, 2.973], [2.479, -2.451, -3.146], [-0.787, 3.755, -0.361], [1.793, 4.005, -2.311], [-4.425, -1.622, -0.791], [-0.634, -0.968, -3.375], [3.095, 3.256, -0.033], [3.667, -1.754, -3.480], [-1.404, 2.490, 1.162], [3.079, 4.221, -0.541], [3.696, -1.976, 3.687], [4.372, -1.503, -1.413], [-5.333, 0.790, -3.024], [4.385, 0.189, -3.627], [-0.620, -4.065, 1.058], [-3.249, -0.535, -2.512], [-1.000, 0.037, -0.732], [3.740, 2.935, -2.747], [1.353, -3.744, 1.685], [-2.224, -2.037, 4.082], [4.702, -3.083, -2.004], [3.529, 2.052, -2.143], [4.057, -0.726, 2.106], [-0.624, -1.430, 2.798], [-3.585, -4.222, -2.772], [-4.370, 2.892, -3.200], [-4.021, 2.679, -4.210], [0.393, 1.492, 0.762], [-3.365, -2.820, -0.050], [-0.502, 6.280, -0.408], [-1.895, -2.973, 4.534], [-0.233, -1.346, 4.945], [-3.850, 3.810, -2.924], [-5.699, 2.086, -0.922], [-2.028, -5.285, 2.150], [3.454, 2.733, -3.779], [-3.694, -3.091, -4.087], [-1.194, -3.142, 1.137], [2.292, -0.945, 2.337], [-4.619, 1.998, -0.801], [-2.521, -1.102, -2.778], [-0.704, 5.765, 0.531], [-2.839, -2.140, 3.189], [-2.792, 3.600, 1.678], [3.246, -0.771, 2.834], [0.219, -3.138, -0.377], [3.398, -0.244, -3.470], [-1.281, 6.472, 1.127], [2.856, 4.100, -2.090], [-1.894, -2.894, -2.082], [2.929, -0.097, -4.444], [-0.470, 0.948, 3.635], [3.995, 4.800, -0.426], [5.555, -1.063, 4.430], [-4.440, 0.583, -2.738], [2.295, 4.869, -0.149], [0.985, 1.634, -0.852], [3.312, 5.145, -3.743], [0.519, -4.332, 2.069], [-3.016, -1.585, 4.679]]
}